One molecule with the formula C10H15PSi in a non-equilibrium geometry, computed with ωB97M-V/def2-TZVPD.

Output
* SMILES: C[Si](C)(C)/C=C/C=C\C=C/C#P
* molar mass: 194.3 Da
* charge: 0
* lowest unoccupied orbital energy: -0.0223 hartree
* E: -1020.733309 Ha

Each atom is followed by the atoms it is bonded to, with distances in Å.
Positions of all 27 atoms, in Å:
1 C 1.242 0.972 1.872  Si2 1.980, H13 1.062, H14 1.062, H15 1.125
2 Si 1.623 0.337 0.035  C1 1.980, C3 2.089, C4 1.961, C5 1.912
3 C 1.678 1.826 -1.430  Si2 2.089, H16 1.089, H17 1.118, H18 1.138
4 C 3.328 -0.587 -0.251  Si2 1.961, H19 1.106, H20 1.098, H21 1.100
5 C 0.092 -0.784 -0.201  Si2 1.912, C6 1.336, H22 1.076
6 C -0.799 -1.038 -1.165  C5 1.336, C7 1.459, H23 1.155
7 C -1.981 -1.873 -0.986  C6 1.459, C8 1.363, H24 1.058
8 C -2.926 -1.801 -0.007  C7 1.363, C9 1.454, H25 1.090
9 C -2.946 -0.862 1.103  C8 1.454, C10 1.368, H26 1.116
10 C -2.484 0.423 1.009  C9 1.368, C11 1.346, H27 1.117
11 C -2.409 1.190 -0.094  C10 1.346, P12 1.592
12 P -2.029 1.978 -1.424  C11 1.592
13 H 0.390 1.575 2.067  C1 1.062
14 H 1.136 0.014 2.318  C1 1.062
15 H 2.020 1.552 2.442  C1 1.125
16 H 2.659 2.247 -1.646  C3 1.089
17 H 1.199 1.517 -2.391  C3 1.118
18 H 1.012 2.663 -1.041  C3 1.138
19 H 3.636 -0.343 -1.286  C4 1.106
20 H 3.947 -0.096 0.511  C4 1.098
21 H 3.154 -1.666 -0.132  C4 1.100
22 H -0.002 -1.285 0.747  C5 1.076
23 H -0.722 -0.496 -2.182  C6 1.155
24 H -2.134 -2.489 -1.832  C7 1.058
25 H -3.528 -2.703 -0.112  C8 1.090
26 H -2.968 -1.255 2.147  C9 1.116
27 H -2.186 0.982 1.929  C10 1.117

Population analysis type Mulliken, resulting atomic charges in e: atom 1 (C): -1.079, atom 2 (Si): 0.388, atom 3 (C): -1.144, atom 4 (C): -1.058, atom 5 (C): -0.188, atom 6 (C): -0.421, atom 7 (C): -0.433, atom 8 (C): -0.417, atom 9 (C): -0.245, atom 10 (C): -0.079, atom 11 (C): -0.006, atom 12 (P): -0.231, atom 13 (H): 0.320, atom 14 (H): 0.305, atom 15 (H): 0.356, atom 16 (H): 0.356, atom 17 (H): 0.326, atom 18 (H): 0.260, atom 19 (H): 0.265, atom 20 (H): 0.321, atom 21 (H): 0.331, atom 22 (H): 0.275, atom 23 (H): 0.404, atom 24 (H): 0.416, atom 25 (H): 0.345, atom 26 (H): 0.302, atom 27 (H): 0.332